Entry 1:
A structure of composition C26H36BN6RuSe4Te. Source: the OMol25 dataset; level of theory: the ωB97M-V functional and the def2-TZVPD basis.

Each line ends with the Mulliken spin population.
CARTESIAN COORDINATES (ANGSTROEM)
Ru1 -1.60703 -0.75882 -0.15246  0.68
C1 -3.33105 0.46164 -3.09658  0.00
C2 -4.46219 0.19022 -2.10133  -0.01
C3 -5.81376 0.56243 -2.70289  0.00
C4 -4.21138 0.93331 -0.81981  -0.01
C5 -4.88764 2.05418 -0.31700  0.00
C6 -4.17143 2.43809 0.79531  0.00
N1 -3.15370 1.58568 0.95895  0.00
N2 -3.18032 0.65372 -0.01282  0.04
B1 -1.85880 1.76761 1.74055  -0.05
N3 -1.56843 0.49514 2.52734  0.01
C7 -1.34885 0.34047 3.83257  0.01
C8 -1.08661 -0.99228 4.07602  0.00
C9 -1.14153 -1.62148 2.82667  -0.02
N4 -1.47379 -0.70431 1.90068  0.00
C10 -0.83008 -3.05634 2.53677  0.00
C11 -1.14513 -3.94618 3.73895  -0.01
C12 0.63267 -3.22807 2.12230  0.00
N5 -0.74136 1.99501 0.69617  0.03
C13 -0.04618 3.12345 0.50897  0.01
C14 0.66525 3.00707 -0.66966  0.00
C15 0.33719 1.73296 -1.16067  0.00
N6 -0.49676 1.12586 -0.31373  -0.01
C16 0.83651 1.12962 -2.43861  0.00
C17 0.75870 2.14025 -3.58103  0.00
C18 2.25267 0.57801 -2.27225  0.00
H1 -3.49557 -0.09762 -4.01884  0.00
H2 -2.35830 0.16249 -2.69873  0.00
H3 -3.28562 1.52688 -3.33769  0.00
H4 -4.46701 -0.87773 -1.87491  0.01
H5 -5.84351 1.61904 -2.97909  0.00
H6 -6.62992 0.36640 -2.00622  0.00
H7 -5.99246 -0.02062 -3.60661  0.00
H8 -5.76770 2.52035 -0.72158  0.00
H9 -4.30345 3.26422 1.47394  0.00
H10 -1.92354 2.70684 2.48401  0.00
H11 -1.38760 1.19129 4.49139  0.00
H12 -0.85766 -1.44849 5.02226  0.00
H13 -1.45935 -3.37688 1.70680  0.03
H14 -0.48852 -3.71948 4.58190  0.00
H15 -0.98480 -4.99126 3.47319  0.00
H16 -2.17979 -3.83258 4.06518  0.00
H17 1.29846 -2.94286 2.94305  0.00
H18 0.86948 -2.62706 1.24421  0.00
H19 0.82640 -4.27415 1.87683  0.00
H20 -0.12618 3.93367 1.21410  0.00
H21 1.30974 3.73942 -1.12325  0.00
H22 0.17977 0.29728 -2.69393  0.00
H23 1.41609 2.99402 -3.40393  0.00
H24 -0.25766 2.51408 -3.71127  0.00
H25 1.07259 1.66932 -4.51399  0.00
H26 2.97242 1.38664 -2.12136  0.00
H27 2.54748 0.02079 -3.16337  0.00
H28 2.31044 -0.09878 -1.41774  0.00
Se1 -3.28517 -2.43084 -0.02069  0.27
Se2 -2.94984 -3.98287 -1.75057  0.01
Se3 -0.66816 -4.28866 -1.44783  0.01
Se4 -0.03079 -2.03332 -1.45175  0.00
C19 3.48951 -1.51803 0.81582  0.00
Te1 2.26252 -0.13367 1.88393  0.00
C20 3.58040 1.36402 1.11694  0.00
C21 4.74620 0.63399 0.50265  0.00
C22 5.86624 1.33595 0.05754  0.00
C23 6.93012 0.67293 -0.52709  0.00
C24 6.88539 -0.70939 -0.67436  0.00
C25 5.77723 -1.41196 -0.23592  0.00
C26 4.70131 -0.74939 0.35464  0.00
H29 2.92044 -1.91413 -0.02624  0.00
H30 3.76190 -2.34350 1.47035  0.00
H31 3.89348 2.02729 1.92135  0.00
H32 3.04877 1.95208 0.36914  0.00
H33 5.89947 2.41293 0.17582  0.00
H34 7.79507 1.22960 -0.86383  0.00
H35 7.71503 -1.23640 -1.12738  0.00
H36 5.73972 -2.48910 -0.34926  0.00

Atoms 1-2, force components in eV/Å:
Ru -0.2 0.0 -0.1
C 0.0 0.0 0.0

* net charge: 0
* energy: -308428.572 eV
* gap between HOMO and LUMO (alpha / beta): 7.0 / 6.0 eV
* 2S+1: 2

Entry 2:
A structure of composition C26H36Br6N2O13. Source: the OMol25 dataset; level of theory: the ωB97M-V functional and the def2-TZVPD basis.

Each line ends with the Löwdin charge.
CARTESIAN COORDINATES (ANGSTROEM)
C1 -0.82587 5.14375 -1.41969  -0.18
C2 0.52048 5.39127 -1.15010  -0.09
C3 1.24670 6.33364 -1.95924  0.04
C4 0.53021 6.96517 -3.04410  -0.12
C5 -0.84165 6.70590 -3.24649  -0.01
C6 -1.59004 5.81418 -2.43899  -0.06
N1 1.29435 7.76756 -4.03407  -0.34
O1 2.44170 8.20011 -3.78921  0.04
O2 0.79180 8.02659 -5.11208  0.06
H1 -1.30921 4.29464 -0.95949  -0.02
H2 1.06732 4.87888 -0.37240  0.07
H3 2.31405 6.41254 -1.81452  0.11
H4 -1.40152 7.19758 -4.02829  0.11
H5 -2.59994 5.52829 -2.69347  0.09
C7 1.26438 -1.48315 3.30289  -0.10
C8 2.24007 -2.49702 3.46643  -0.05
C9 3.31595 -2.27723 4.28905  -0.01
C10 3.44572 -1.11475 5.10772  -0.12
C11 2.42059 -0.18222 5.01451  -0.01
C12 1.40387 -0.36999 4.10740  -0.16
N2 4.65790 -0.99270 5.95042  -0.31
O3 4.58869 -0.09078 6.80611  0.06
O4 5.66964 -1.67019 5.67701  0.07
H6 0.43187 -1.64302 2.63374  0.07
H7 2.22246 -3.40049 2.87496  0.11
H8 3.95863 -3.10893 4.53729  0.12
H9 2.31058 0.69273 5.63801  0.12
H10 0.69695 0.44163 4.01831  0.07
C13 2.64625 3.67636 -5.51642  -0.04
C14 2.99667 2.50968 -4.45848  -0.16
O5 3.69768 3.07083 -3.33365  0.02
C15 3.71310 2.39727 -2.17250  -0.57
O6 3.49734 1.19382 -2.07989  0.10
O7 3.96542 3.31243 -1.23132  0.00
C16 4.28765 2.87138 0.05667  -0.08
H11 3.54348 4.14661 -5.91884  0.07
H12 2.14692 4.58131 -5.17027  0.05
H13 1.98511 3.27373 -6.28381  0.07
H14 3.64345 1.75829 -4.91146  0.12
H15 2.10701 1.93347 -4.20432  0.11
H16 5.17321 3.35963 0.46349  0.10
H17 4.66557 1.84944 0.02639  0.10
H18 3.41814 2.94568 0.70976  0.02
C17 -4.72030 -6.81959 4.13146  -0.07
C18 -4.68500 -6.10734 2.74686  -0.21
O8 -4.33282 -4.75006 2.87136  0.00
C19 -3.05266 -4.39275 3.21006  -0.44
O9 -2.07612 -5.12577 3.42142  0.11
O10 -3.08506 -2.96466 3.33135  -0.07
C20 -2.15854 -2.26431 4.12833  -0.08
H19 -5.29127 -6.28999 4.89409  0.08
H20 -3.77469 -7.24346 4.46948  0.07
H21 -5.24839 -7.75124 3.92836  0.07
H22 -5.73745 -6.08043 2.46448  0.12
H23 -4.03493 -6.65059 2.06101  0.13
H24 -2.18314 -1.17650 4.06383  0.06
H25 -1.16447 -2.55810 3.79127  0.07
H26 -2.41887 -2.58905 5.13574  0.11
C21 -2.14755 -2.01493 -1.52281  -0.11
C22 -1.63127 -3.28256 -1.83244  -0.25
O11 -1.63002 -3.51934 -3.28781  0.05
C23 -1.29233 -4.77663 -3.63752  -0.58
O12 -0.83681 -5.62352 -2.90526  0.12
O13 -1.42329 -4.96743 -4.95599  -0.01
C24 -1.25487 -6.25903 -5.51961  -0.05
H27 -2.24369 -1.88321 -0.44508  0.07
H28 -3.04813 -1.84497 -2.11288  0.10
H29 -1.50909 -1.21276 -1.89293  0.04
H30 -2.26875 -3.99451 -1.30818  0.13
H31 -0.64120 -3.55402 -1.46614  0.13
H32 -1.83642 -7.01511 -4.99214  0.10
H33 -0.19664 -6.51557 -5.56907  0.10
H34 -1.65130 -6.28107 -6.53473  0.09
C25 -0.03603 0.55344 0.53733  -1.49
Br1 -0.41404 1.45278 -1.16388  0.64
Br2 -1.69818 0.36275 1.53493  0.66
Br3 1.36693 1.46965 1.45520  0.70
H35 0.23588 -0.48420 0.34378  -0.02
C26 -2.72974 3.47525 1.41204  -1.35
Br4 -3.62838 5.06327 0.34483  0.52
Br5 -3.71888 2.99551 3.07405  0.54
Br6 -0.80451 4.07162 1.81686  0.54
H36 -2.75058 2.70473 0.64134  -0.09

Atoms 1-2, force components in eV/Å:
C -0.9 0.0 -1.3
C 0.3 1.8 -1.7

* net charge: 0
* energy: -477389.077 eV
* gap between HOMO and LUMO: 8.7 eV
* 2S+1: 1

Entry 3:
The molecule C26H36N2O4. Source: the OMol25 dataset; level of theory: the ωB97M-V functional and the def2-TZVPD basis.

Each line ends with the Löwdin charge.
CARTESIAN COORDINATES (ANGSTROEM)
C1 2.68069 -2.78737 -6.76084  -0.05
C2 1.27252 -3.30712 -6.43889  -0.56
C3 1.25716 -4.82009 -6.67235  -0.07
C4 0.25168 -2.66580 -7.38940  -0.05
C5 0.92071 -2.93218 -5.00811  -0.19
C6 0.62056 -3.86709 -4.02908  -0.02
C7 0.30119 -3.49441 -2.73192  -0.01
C8 0.27518 -2.15423 -2.38263  -0.26
O1 -0.02793 -1.66795 -1.13889  -0.06
C9 -0.35400 -2.58136 -0.11107  -0.15
C10 -0.66519 -1.73732 1.13071  -0.31
O2 -1.72421 -0.85059 0.83881  -0.02
C11 0.59787 -0.98782 1.60775  -0.12
N1 0.34119 -0.26655 2.83332  -0.17
C12 1.27698 -0.47855 3.91607  -0.16
C13 0.58570 -0.36197 5.28473  -0.26
O3 -0.54136 -1.18257 5.38109  -0.06
C14 -0.12167 1.09460 2.67132  -0.11
C15 -1.49952 1.32180 3.34884  -0.33
O4 -2.23721 0.13329 3.44520  -0.03
C16 -2.31012 2.39020 2.57737  -0.08
N2 -1.57912 3.61013 2.39840  -0.06
C17 -0.96279 4.00981 1.24405  -0.08
C18 -0.27434 5.16636 1.44306  -0.02
C19 -0.45527 5.52064 2.80814  -0.18
C20 -0.01175 6.57979 3.60000  -0.04
C21 -0.39101 6.61732 4.92195  -0.10
C22 -1.20739 5.62417 5.47130  -0.10
C23 -1.66120 4.56637 4.71389  -0.02
C24 -1.27808 4.51715 3.37820  -0.18
C25 0.57577 -1.20083 -3.35291  0.01
C26 0.89115 -1.58863 -4.63600  -0.03
H1 3.40678 -3.22015 -6.07581  0.09
H2 2.73367 -1.70580 -6.67433  0.08
H3 2.95789 -3.06164 -7.77641  0.08
H4 1.51438 -5.02895 -7.70873  0.08
H5 1.98507 -5.32149 -6.03878  0.08
H6 0.27047 -5.23565 -6.48162  0.08
H7 0.26431 -1.58226 -7.31259  0.08
H8 -0.75197 -3.01273 -7.15254  0.09
H9 0.47674 -2.93674 -8.41866  0.08
H10 0.62791 -4.92068 -4.25501  0.10
H11 0.07608 -4.26327 -2.00932  0.11
H12 0.48051 -3.26360 0.09011  0.14
H13 -1.24082 -3.16623 -0.38918  0.14
H14 -1.02499 -2.38056 1.93907  0.16
H15 -1.50277 -0.42108 0.00104  0.11
H16 0.93646 -0.32463 0.79782  0.13
H17 1.37760 -1.73251 1.77474  0.13
H18 2.12312 0.23058 3.88309  0.12
H19 1.66811 -1.49337 3.82916  0.12
H20 1.28243 -0.69304 6.06016  0.12
H21 0.32984 0.68845 5.48641  0.11
H22 -1.17975 -0.88836 4.70594  0.05
H23 -0.22718 1.30719 1.60384  0.11
H24 0.60118 1.81277 3.08307  0.14
H25 -1.35935 1.66724 4.37773  0.13
H26 -2.21793 -0.29643 2.57228  0.07
H27 -3.23621 2.58757 3.12706  0.14
H28 -2.57554 1.98750 1.59517  0.13
H29 -1.08094 3.43836 0.34196  0.12
H30 0.29110 5.70933 0.71207  0.10
H31 0.61435 7.35158 3.17698  0.11
H32 -0.05823 7.42832 5.55324  0.10
H33 -1.48749 5.69074 6.51229  0.10
H34 -2.29700 3.80794 5.14565  0.11
H35 0.55793 -0.15718 -3.07884  0.12
H36 1.11804 -0.82046 -5.35920  0.11

Atoms 1-2, force components in eV/Å:
C -0.2 -0.1 0.0
C 0.0 -0.1 -0.2

* net charge: 0
* energy: -38716.355 eV
* gap between HOMO and LUMO: 8.4 eV
* 2S+1: 1
* SMILES: CC(C)(C)c1ccc(OC[C@H](O)CN(CCO)C[C@H](O)Cn2ccc3ccccc32)cc1

Q: Number 3 is which compound?
A: C26H36N2O4

Q: The lowest energy belongs to which entry?
A: C26H36Br6N2O13